Molecular formula: C3H4Li2O5
Method: DFT, ωB97M-V/def2-TZVPD

Geometry as XYZ:
```
14
Properties=species:S:1:pos:R:3:forces:R:3
C -0.494 -1.711 0.493 -0.468 -0.236 -0.489
C -1.314 -1.514 -0.789 -2.818 -1.794 1.261
O -2.338 -2.178 -0.986 2.569 1.585 0.050
O 0.871 -1.407 0.231 0.796 1.755 0.119
H -0.578 -2.741 0.835 0.069 0.052 -0.092
H -0.857 -1.030 1.263 -0.321 0.060 -0.031
H -1.027 -0.661 -1.404 0.153 0.138 -0.502
Li 2.176 -0.289 1.079 0.125 1.100 0.203
O -0.412 2.012 0.964 -0.921 -1.920 3.133
C 0.529 2.512 0.338 -5.138 0.073 -0.979
O 1.507 1.710 0.053 3.602 -1.711 -1.652
O 0.195 3.572 -0.307 3.117 0.386 -1.820
Li 0.891 2.141 -1.869 0.025 0.970 1.550
H 0.850 -0.416 0.099 -0.791 -0.458 -0.751
```
Positions in Å, forces in eV/Å.

Computed properties:
energy relative to the best compared isomer or geometry (same formula, charge and spin): 80.1 kcal per mole
HOMO: -6.759 eV
Kohn-Sham gap: 5.692 eV

These are the natural (NBO) partial charges, in e, on atoms 1 to 4: C -0.1799; C 0.4142; O -0.4888; O -0.8012